No. 1
Density functional theory data (ωB97M-V/def2-TZVPD) for a molecular structure, C46H58MnO4Se4.

The orbital gap (spin up / spin down) is 6.19 / 6.95 eV. As for the total charge: -1. The maximum force comes out at 0.016 hartree/bohr. The calculation puts the relative energy (zero: lowest compared OMol25 entry of this formula, charge and spin) at 0.0 kcal/mol. The highest occupied orbital energy (spin up / spin down) is -4.5 / -4.7 eV. The lowest unoccupied orbital energy (spin up / spin down) is 0.06243 / 0.08383 Ha. Its multiplicity is 5.

Last column: Mulliken charge in e.
Cartesian coordinates (Å):
Mn -3.09 -1.24 -0.03  1.0548
C -3.85 -0.98 3.31  -1.1904
O -2.78 -1.10 2.37  -0.5793
C -1.58 -0.51 2.70  0.4202
C -0.46 -1.34 2.81  -0.1158
C -0.56 -2.81 2.51  -1.2282
C 0.03 -3.25 1.18  0.5981
C 0.91 -4.32 1.16  -0.7025
C 1.38 -4.89 -0.02  -0.0420
C 0.92 -4.33 -1.20  -0.4307
C 0.04 -3.26 -1.23  0.7209
C -0.54 -2.82 -2.56  -1.4525
C -0.44 -1.35 -2.86  0.0423
C 0.77 -0.80 -3.25  -0.4905
C 0.90 0.56 -3.55  0.0326
C -0.21 1.37 -3.35  -0.2611
C -1.43 0.86 -2.92  0.2676
C -2.52 1.83 -2.53  -1.0707
C -2.16 2.52 -1.23  0.0673
C -1.61 3.79 -1.21  -0.5218
C -1.30 4.45 -0.02  -0.3230
C -1.62 3.79 1.16  -0.8475
C -2.17 2.52 1.19  0.3198
C -2.54 1.84 2.49  -1.0184
C -1.45 0.87 2.88  0.5794
C -0.23 1.37 3.32  -0.5597
C 0.88 0.56 3.52  -0.1182
C 0.75 -0.79 3.22  -0.3834
C 2.17 1.17 4.05  2.2204
C 2.73 2.17 3.02  -1.5488
C 1.89 1.91 5.36  -1.7175
C 3.24 0.11 4.32  -2.2526
C -2.40 1.83 -0.02  0.3082
O -2.85 0.61 -0.03  0.2819
C -0.69 5.85 0.03  2.2765
C -0.40 6.41 -1.37  -2.0571
C 0.64 5.80 0.80  -1.6436
C -1.65 6.81 0.73  -1.8104
C -1.56 -0.52 -2.75  0.4285
O -2.76 -1.12 -2.42  -0.4600
C -3.83 -0.98 -3.35  -1.2242
C 2.23 1.09 -4.09  2.1765
C 3.35 0.82 -3.08  -1.7334
C 2.18 2.60 -4.36  -2.1249
C 2.54 0.37 -5.41  -1.7631
C -0.42 -2.68 -0.03  -0.4512
O -1.22 -1.63 -0.03  -0.7353
C 2.27 -6.13 0.04  2.1493
C 2.72 -6.58 -1.36  -2.1206
C 3.53 -5.85 0.88  -1.7010
C 1.48 -7.28 0.68  -1.6312
H -3.48 -0.60 4.26  0.4436
H -4.63 -0.33 2.92  0.2067
H -4.27 -1.98 3.45  0.2043
H -0.07 -3.37 3.30  0.5984
H -1.62 -3.10 2.50  0.2104
H 1.21 -4.74 2.12  0.3400
H 1.22 -4.75 -2.15  0.4058
H -0.02 -3.37 -3.35  0.5540
H -1.59 -3.12 -2.59  0.2781
H 1.62 -1.46 -3.32  0.5815
H -0.14 2.44 -3.48  0.4031
H -2.65 2.58 -3.31  0.7654
H -3.47 1.32 -2.38  0.0042
H -1.42 4.27 -2.16  0.4194
H -1.44 4.28 2.12  0.3440
H -2.67 2.60 3.27  0.7332
H -3.49 1.33 2.34  0.0321
H -0.15 2.44 3.45  0.3176
H 1.60 -1.46 3.29  0.6305
H 2.01 2.98 2.83  0.2255
H 3.66 2.61 3.38  0.4697
H 2.92 1.67 2.07  0.3472
H 1.17 2.72 5.22  0.2975
H 1.48 1.22 6.11  0.3747
H 2.81 2.35 5.76  0.4624
H 3.56 -0.38 3.40  0.3772
H 4.12 0.58 4.77  0.4418
H 2.87 -0.64 5.02  0.4434
H 0.30 5.77 -1.91  0.2964
H -1.32 6.49 -1.95  0.4074
H 0.04 7.40 -1.29  0.4330
H 1.33 5.11 0.32  0.3433
H 1.10 6.79 0.84  0.4766
H 0.48 5.46 1.83  0.3238
H -2.61 6.84 0.20  0.3736
H -1.85 6.50 1.76  0.3181
H -1.24 7.83 0.76  0.4629
H -3.47 -0.59 -4.31  0.4247
H -4.26 -1.98 -3.50  0.2146
H -4.61 -0.33 -2.96  0.2043
H 3.13 1.30 -2.12  0.3770
H 3.48 -0.25 -2.90  0.3298
H 4.30 1.22 -3.45  0.4679
H 2.00 3.16 -3.44  0.3938
H 3.13 2.92 -4.79  0.4434
H 1.39 2.84 -5.08  0.3854
H 2.61 -0.70 -5.27  0.3202
H 1.76 0.57 -6.14  0.3696
H 3.50 0.73 -5.82  0.4572
H 3.27 -5.79 -1.87  0.4084
H 3.38 -7.45 -1.27  0.4324
H 1.86 -6.87 -1.97  0.3857
H 4.10 -5.04 0.43  0.3710
H 3.26 -5.56 1.89  0.3047
H 4.16 -6.74 0.93  0.4573
H 0.56 -7.47 0.11  0.3331
H 2.07 -8.20 0.69  0.4446
H 1.19 -7.04 1.70  0.3448
Se -5.46 -0.50 -0.02  -0.1846
Se -6.82 -2.35 -0.47  -0.2569
Se -5.64 -3.92 0.81  -0.2940
Se -3.49 -3.58 -0.07  -0.1154

No. 2
Density functional theory data (ωB97M-V/def2-TZVPD) for C20H39ClO5S in the gas phase in a non-equilibrium geometry.

The orbital gap is 10.06 eV. As for the total charge: 0. The maximum force comes out at 0.029 hartree/bohr. The highest occupied orbital energy is -9.6 eV. The lowest unoccupied orbital energy is 0.01729 Ha.

Last column: natural (NBO) charge in e.
Cartesian coordinates (Å):
C 5.31 -3.19 0.08  -0.6298
C 5.58 -1.78 -0.40  -0.0587
O 4.66 -1.42 -1.40  -0.5462
C 4.92 -0.10 -1.87  -0.0600
C 3.96 0.23 -2.97  -0.4138
C 2.50 0.09 -2.54  -0.4053
C 2.01 1.26 -1.64  -0.3891
C 1.31 0.68 -0.40  -0.3893
C 0.48 1.76 0.33  -0.2697
C 1.35 2.46 1.41  -0.4386
C 0.65 3.08 2.60  -0.0891
O -0.22 4.16 2.25  -0.7129
S -1.47 3.78 1.26  1.7648
O -2.59 4.42 1.86  -0.9139
O -1.64 2.20 1.62  -0.7383
C -0.95 1.29 0.73  0.3033
C -1.76 1.28 -0.60  -0.4320
C -3.27 1.05 -0.45  -0.4058
C -3.68 -0.32 -1.01  -0.3860
C -5.20 -0.50 -1.18  -0.4438
C -5.83 -1.48 -0.18  -0.0580
O -6.42 -2.59 -0.85  -0.5426
C -5.66 -3.77 -0.76  -0.2476
C -1.09 -0.13 1.30  -0.4545
C -0.58 -0.51 2.69  -0.1654
C 0.92 -0.48 2.93  -0.6326
Cl -1.47 0.29 4.02  -0.0658
H 4.76 -3.21 1.02  0.2047
H 4.73 -3.74 -0.65  0.2248
H 6.23 -3.74 0.27  0.2125
H 6.61 -1.71 -0.76  0.1586
H 5.52 -1.09 0.45  0.1570
H 4.80 0.59 -1.02  0.1574
H 5.93 -0.07 -2.25  0.1740
H 4.13 -0.48 -3.78  0.2116
H 4.14 1.24 -3.34  0.2056
H 1.85 -0.05 -3.39  0.2063
H 2.44 -0.83 -1.96  0.2119
H 2.89 1.83 -1.36  0.1939
H 1.31 1.84 -2.21  0.2000
H 2.11 0.31 0.24  0.2063
H 0.68 -0.11 -0.78  0.2036
H 0.32 2.50 -0.45  0.2193
H 2.12 1.77 1.73  0.2125
H 1.89 3.26 0.91  0.2182
H 1.42 3.53 3.22  0.2007
H 0.16 2.35 3.23  0.1992
H -1.62 2.24 -1.09  0.2140
H -1.33 0.55 -1.28  0.2056
H -3.58 1.06 0.59  0.2150
H -3.85 1.81 -0.96  0.2109
H -3.30 -1.12 -0.38  0.1878
H -3.19 -0.46 -1.97  0.1929
H -5.37 -0.96 -2.14  0.2252
H -5.73 0.45 -1.18  0.2082
H -5.08 -1.86 0.51  0.1590
H -6.60 -0.98 0.40  0.1854
H -5.54 -4.09 0.27  0.1647
H -4.68 -3.67 -1.25  0.1596
H -6.20 -4.55 -1.28  0.1923
H -0.66 -0.85 0.62  0.2263
H -2.15 -0.36 1.33  0.2298
H -0.86 -1.55 2.80  0.2110
H 1.44 -0.77 2.02  0.2147
H 1.15 -1.25 3.67  0.2228
H 1.27 0.45 3.35  0.2172

No. 3
Density functional theory data (ωB97M-V/def2-TZVPD) for a molecular structure, C33H54F6N2O17Y in a non-equilibrium geometry.

The orbital gap (spin up / spin down) is 5.79 / 8.55 eV. As for the total charge: 0. The maximum force comes out at 0.096 hartree/bohr. The highest occupied orbital energy (spin up / spin down) is -5.9 / -9.1 eV. The lowest unoccupied orbital energy (spin up / spin down) is -0.00596 / -0.01854 Ha. Its multiplicity is 2.

Last column: Mulliken charge in e.
Cartesian coordinates (Å):
Y -0.49 -6.01 25.05  0.8975
C 1.28 -3.68 22.80  -0.2687
O 2.20 -2.68 23.32  -0.1993
O 0.82 -4.43 23.88  -0.3028
C 0.32 -2.99 21.75  0.7911
F 1.02 -2.52 20.66  -0.2759
F -0.60 -3.81 21.33  -0.2289
F -0.27 -1.84 22.32  -0.3093
C 3.46 -2.47 22.70  -0.1938
C 4.23 -1.42 23.61  -0.8646
H 5.23 -1.15 23.25  0.3312
H 3.57 -0.57 23.77  0.3849
H 4.59 -1.56 24.63  -0.0532
H 3.34 -2.04 21.71  0.3029
H 4.05 -3.39 22.68  0.3153
H 1.98 -4.30 22.23  0.0060
C -1.71 -7.45 22.26  -0.0958
O -0.34 -6.96 22.10  0.0644
O -1.98 -6.97 23.54  -0.9900
C -2.47 -6.88 21.00  0.9636
F -3.39 -7.75 20.58  -0.3437
F -3.20 -5.81 21.27  -0.2942
F -1.67 -6.70 20.02  -0.2522
C 0.61 -7.79 21.54  -0.3156
C 1.99 -7.13 21.40  -0.9721
H 2.82 -7.70 20.96  0.4449
H 1.76 -6.19 20.90  0.2115
H 2.27 -6.77 22.38  0.0813
H 0.32 -8.07 20.53  0.2919
H 0.72 -8.65 22.20  0.3350
H -1.72 -8.54 22.17  0.3734
O 0.86 -5.31 26.91  -0.4826
C 1.54 -4.94 27.91  0.8456
O 2.47 -3.96 28.01  -0.3096
C 2.76 -3.24 26.81  0.9723
C 2.00 -1.91 26.81  -1.3512
C 1.24 -5.53 29.18  -1.1817
H 2.56 -3.73 25.86  -0.1435
H 3.81 -2.96 26.89  -0.1796
H 1.87 -1.35 27.74  0.4156
H 0.94 -1.93 26.55  0.3162
H 2.38 -1.21 26.07  0.2496
H 0.80 -4.79 29.86  0.3188
H 2.08 -6.07 29.63  0.2944
H 0.39 -6.20 29.11  0.3466
O 5.94 -3.56 27.97  -0.6207
C 6.89 -3.89 27.23  0.8503
O 8.03 -4.35 27.73  -0.4219
C 8.22 -4.53 29.20  -0.2600
C 8.67 -3.10 29.79  -1.0571
C 6.85 -3.60 25.71  -0.3315
H 8.86 -5.36 29.48  0.3722
H 7.26 -4.71 29.68  0.2520
H 7.92 -2.31 29.67  0.2992
H 9.50 -2.69 29.22  0.2669
H 8.99 -3.17 30.83  0.3814
H 6.19 -4.28 25.17  0.5414
H 7.78 -3.76 25.16  -0.0240
H 6.69 -2.54 25.51  -0.2495
C -4.48 -3.44 17.54  -1.1349
C -4.37 -3.15 19.07  -0.2556
C -3.03 -2.45 19.49  0.0037
C -2.98 -0.97 19.25  0.1026
N -2.87 0.19 19.07  -0.4926
H -5.11 -2.73 17.00  0.3317
H -5.17 -4.28 17.68  0.3359
H -3.68 -3.88 16.94  0.3377
H -4.32 -4.12 19.56  0.0724
H -5.19 -2.52 19.42  0.3612
H -2.16 -2.89 19.01  0.2665
H -2.90 -2.60 20.56  0.0995
C 5.36 2.12 21.84  -0.6509
C 4.60 3.46 21.77  -0.6067
C 3.20 3.51 22.26  -0.2292
C 2.53 4.86 22.38  0.0296
N 1.96 5.90 22.46  -0.4206
H 5.94 2.06 22.76  0.0686
H 6.13 2.09 21.07  0.4256
H 4.64 1.30 21.96  0.1469
H 4.77 3.72 20.73  0.2910
H 5.19 4.24 22.23  0.3690
H 3.14 3.01 23.22  0.2805
H 2.62 2.92 21.56  0.3113
C 6.19 -2.19 18.20  -0.4035
C 5.58 -1.59 19.42  -0.0304
O 5.18 -2.79 20.19  -0.0972
C 5.23 -3.87 19.47  0.5771
O 4.86 -4.96 19.85  -0.5566
O 5.80 -3.55 18.24  -0.3849
H 7.26 -2.02 18.32  0.2431
H 5.93 -1.66 17.29  0.3238
H 4.70 -0.96 19.26  0.2604
H 6.36 -0.94 19.82  0.1046
C 8.75 -0.31 25.73  0.1609
C 8.03 0.63 24.85  0.1551
O 7.03 1.23 25.59  -0.3186
C 7.06 0.91 26.82  0.6294
O 6.32 1.35 27.71  -0.6031
O 8.15 0.05 27.00  -0.4272
H 9.83 -0.14 25.74  0.3929
H 8.60 -1.39 25.65  -0.2644
H 7.68 0.14 23.94  0.0394
H 8.88 1.24 24.53  0.2349
C 10.63 -3.34 23.56  -0.5286
C 11.07 -3.37 22.06  -0.3601
O 9.91 -2.85 21.49  -0.3665
C 9.07 -2.24 22.48  0.3805
O 7.98 -1.73 22.27  -0.3616
O 9.60 -2.37 23.63  -0.0711
H 11.58 -3.15 24.06  0.3620
H 10.25 -4.28 23.95  0.3054
H 11.21 -4.39 21.71  0.3138
H 11.88 -2.64 22.03  0.3030